7
Properties=species:S:1:pos:R:3:nbo_charge:R:1 method="wB97M-V/def2-TZVPD" de_lowest_ev=3.414 multiplicity=1 orbital_gap_ha="0.3075 / 0.3048" lumo_energy_ev="-2.33 / -2.34"
H 2.72694 -0.14361 -0.29080 0.2354
C 1.72571 -0.06161 -0.08052 0.0651
C 0.55907 -0.24484 0.18801 -0.1893
Cl -1.78764 -1.24317 -0.43349 0.2175
C -0.80188 -0.15916 0.29931 0.5549
F -1.46264 0.28878 1.44985 -0.2756
F -0.95956 1.56361 -1.13237 -0.6079